ORCA calculation (wB97M-V/def2-TZVPD) on C5H8N4 as an isolated structure.

- E (Eh) = -414.04484
- HOMO level (eV) = -8.717
- M (g mol⁻¹) = 124.147
- energy above the lowest of the compared OMol25 structures with the same formula, charge and spin (kJ/mol) = 754.3

Structure (XYZ):
```
17
C5H8N4 (wB97M-V/def2-TZVPD)
C -0.830 -0.052 0.980
C -0.628 1.293 0.164
C -1.096 -0.714 -0.417
C 0.185 -1.268 -0.919
C 0.988 1.314 0.129
H -0.178 -1.849 1.331
H -0.201 -0.471 2.694
H -1.750 -0.385 1.466
H -1.009 2.242 0.349
H -2.325 1.052 -1.028
H -2.162 -1.253 -0.512
H 0.157 -2.073 -1.425
H 1.444 2.377 -0.010
N 0.275 -0.799 1.557
N -1.426 0.609 -0.991
N 1.385 -0.708 -0.754
N 1.811 0.458 -0.168
```

Table of Mulliken atomic charges, one value per atom, all in e: C -0.404; C -0.392; C 0.055; C -0.360; C -0.090; H 0.327; H 0.358; H 0.446; H 0.514; H 0.310; H 0.319; H 0.621; H 0.322; N -0.663; N -0.591; N -0.308; N -0.464


ORCA calculation (wB97M-V/def2-TZVPD) on C5H8N4 in the gas phase.

- E (Eh) = -414.06680
- HOMO level (alpha / beta) (eV) = -6.883 / -6.748
- M (g mol⁻¹) = 124.147
- energy above the lowest of the compared OMol25 structures with the same formula, charge and spin (kJ/mol) = 696.7

Structure (XYZ):
```
17
C5H8N4 (wB97M-V/def2-TZVPD)
C 0.007 -0.437 1.422
C -0.901 -0.509 0.333
C 1.871 -0.792 -1.409
C -2.236 0.168 0.710
C 2.942 0.029 -1.921
N 0.669 -0.501 -1.501
N -0.504 -0.695 -0.973
N -0.672 0.081 2.453
N -2.078 0.381 2.170
H -2.158 1.088 0.098
H -3.207 -0.423 0.767
H 3.915 -0.167 -1.459
H 3.165 -0.222 -2.925
H 2.847 1.079 -1.737
H -1.190 -0.878 -1.678
H -0.362 0.374 3.373
H -2.108 1.424 2.278
```

Table of Mulliken atomic charges, one value per atom, all in e: C -0.568; C 0.289; C 0.072; C -0.293; C -0.787; N -0.482; N 0.101; N 0.010; N -0.508; H 0.239; H 0.234; H 0.317; H 0.286; H 0.286; H 0.306; H 0.201; H 0.298


ORCA calculation (wB97M-V/def2-TZVPD) on C5H8N4O3S in the gas phase.

- E (Eh) = -1038.14626
- SMILES = CC(=O)N(n1cnnc1)S(C)(=O)=O
- HOMO level (eV) = -9.817
- M (g mol⁻¹) = 204.211
- energy above the lowest of the compared OMol25 structures with the same formula, charge and spin (kJ/mol) = 108.8

Structure (XYZ):
```
21
C5H8N4O3S (wB97M-V/def2-TZVPD)
C 1.823 1.242 -0.175
C 1.057 -0.011 -0.013
O 1.472 -0.996 0.492
N -0.269 -0.027 -0.493
N -0.982 1.092 -0.891
C -1.318 1.425 -2.207
N -2.004 2.512 -2.127
N -2.167 2.882 -0.877
C -1.519 2.081 -0.082
S -0.899 -1.610 -0.881
C -0.818 -2.547 0.725
O -2.300 -1.354 -1.204
O -0.016 -2.186 -1.870
H 2.190 1.210 -1.225
H 2.769 0.986 0.407
H 1.029 1.971 0.026
H -1.074 0.920 -3.070
H -1.341 2.362 0.879
H 0.240 -2.363 0.796
H -1.447 -2.068 1.487
H -0.962 -3.577 0.469
```

Table of Mulliken atomic charges, one value per atom, all in e: C -0.963; C 0.733; O -0.600; N -0.069; N -0.196; C -0.079; N -0.437; N -0.466; C -0.003; S 1.100; C -0.861; O -0.617; O -0.617; H 0.260; H 0.333; H 0.319; H 0.534; H 0.562; H 0.387; H 0.278; H 0.401


ORCA calculation (wB97M-V/def2-TZVPD) on a 2-piece molecular cluster, C5H8NO overall.

- E (Eh) = -324.81031
- charge = +1
- HOMO level (eV) = -14.288
- M (g mol⁻¹) = 98.125
- energy above the lowest of the compared OMol25 structures with the same formula, charge and spin (kJ/mol) = 600.3

Structure (XYZ):
```
15
C5H8NO (wB97M-V/def2-TZVPD)
C 1.536 -2.180 -2.241
C 0.542 -1.928 -1.416
C 0.251 -0.716 -0.620
C -0.794 -0.399 0.056
C -1.072 2.273 1.907
N -0.203 1.618 1.106
O 0.972 1.659 1.194
H 1.504 -3.170 -2.729
H 2.402 -1.578 -2.412
H -0.349 -2.604 -1.386
H 0.916 0.194 -0.497
H -1.667 -0.380 0.591
H -1.693 1.447 2.336
H -1.801 2.927 1.389
H -0.544 2.837 2.722
```

Table of Mulliken atomic charges, one value per atom, all in e: C -0.681; C -0.127; C 0.132; C -0.110; C -0.712; N 0.223; O -0.275; H 0.246; H 0.298; H 0.237; H 0.361; H 0.433; H 0.269; H 0.334; H 0.371


ORCA calculation (wB97M-V/def2-TZVPD) on a 2-piece molecular cluster, C5H8NO overall.

- E (Eh) = -324.92854
- charge = +1
- HOMO level (eV) = -13.473
- M (g mol⁻¹) = 98.125
- energy above the lowest of the compared OMol25 structures with the same formula, charge and spin (kJ/mol) = 289.9

Structure (XYZ):
```
15
C5H8NO (wB97M-V/def2-TZVPD)
C -1.137 0.027 -0.166
C 1.933 0.544 -0.008
C 1.720 -0.655 -0.569
C 2.048 -1.941 0.191
C -2.926 1.595 0.218
N -1.996 0.745 0.039
O 1.927 1.570 0.444
H -0.064 -0.470 -0.256
H 2.038 -0.434 -1.594
H 1.686 -2.778 -0.511
H 1.469 -1.949 1.089
H 3.135 -1.915 0.328
H -3.485 1.778 -0.717
H -2.617 2.613 0.594
H -3.731 1.270 0.918
```

Table of Mulliken atomic charges, one value per atom, all in e: C 0.396; C 0.659; C -0.689; C -0.925; C -0.666; N 0.178; O -0.239; H 0.077; H 0.329; H 0.251; H 0.341; H 0.342; H 0.325; H 0.315; H 0.307


ORCA calculation (wB97M-V/def2-TZVPD) on a 2-piece molecular cluster, C5H8NO overall.

- E (Eh) = -324.80068
- charge = +1
- HOMO level (eV) = -14.637
- M (g mol⁻¹) = 98.125
- energy above the lowest of the compared OMol25 structures with the same formula, charge and spin (kJ/mol) = 625.6

Structure (XYZ):
```
15
C5H8NO (wB97M-V/def2-TZVPD)
C -2.893 -0.102 0.272
C -0.317 -1.578 -0.879
C -2.162 0.807 0.502
C 0.122 -0.551 -0.356
C 1.800 0.477 0.978
N 0.923 0.375 -0.153
O 0.926 1.474 -0.992
H -3.244 -1.081 0.206
H 1.360 1.179 -1.799
H 0.279 -2.478 -1.395
H -1.267 -2.069 -0.893
H -1.769 1.771 0.543
H 2.845 0.869 0.736
H 1.785 -0.428 1.647
H 1.612 1.335 1.581
```

Table of Mulliken atomic charges, one value per atom, all in e: C -0.291; C -0.648; C -0.574; C 0.684; C -0.767; N 0.227; O -0.318; H 0.464; H 0.362; H 0.272; H 0.150; H 0.463; H 0.309; H 0.319; H 0.348


ORCA calculation (wB97M-V/def2-TZVPD) on a 2-piece molecular cluster, C5H8NO overall.

- E (Eh) = -324.74836
- charge = +1
- HOMO level (alpha / beta) (eV) = -12.643 / -11.504
- M (g mol⁻¹) = 98.125
- energy above the lowest of the compared OMol25 structures with the same formula, charge and spin (kJ/mol) = 763.0

Structure (XYZ):
```
15
C5H8NO (wB97M-V/def2-TZVPD)
C -2.710 -0.965 0.075
C -0.742 0.800 0.629
C 2.507 0.621 -0.078
C -0.652 0.275 -0.658
C 2.043 -0.658 -0.582
N -1.714 -0.200 -0.058
O 1.860 -0.429 0.672
H -3.122 -1.612 -0.807
H -3.392 -0.913 1.011
H -0.051 0.389 1.493
H -1.272 1.793 1.055
H 3.570 0.819 0.153
H 1.862 1.427 -0.186
H -0.127 0.347 -1.648
H 1.940 -1.695 -1.072
```

Table of Mulliken atomic charges, one value per atom, all in e: C -0.186; C -0.397; C 0.032; C -0.309; C -0.165; N -0.012; O -0.242; H 0.244; H 0.249; H 0.272; H 0.276; H 0.254; H 0.216; H 0.437; H 0.332


ORCA calculation (wB97M-V/def2-TZVPD) on a 2-piece molecular cluster, C5H8NO overall.

- E (Eh) = -324.92188
- charge = +1
- HOMO level (eV) = -13.388
- M (g mol⁻¹) = 98.125
- energy above the lowest of the compared OMol25 structures with the same formula, charge and spin (kJ/mol) = 307.4

Structure (XYZ):
```
15
C5H8NO (wB97M-V/def2-TZVPD)
C 1.053 -1.957 -0.851
C 2.053 -2.796 -0.873
C -0.036 -1.404 -0.898
C -1.238 -0.684 -0.851
C 0.478 1.427 1.182
N -0.740 1.772 0.470
O 2.863 -3.608 -0.968
H -1.957 -1.074 -0.152
H -0.738 0.397 -0.540
H -1.820 -0.495 -1.742
H 1.129 0.862 0.489
H 0.986 2.311 1.659
H 0.192 0.777 2.082
H -0.727 2.656 -0.134
H -1.498 1.815 1.127
```

Table of Mulliken atomic charges, one value per atom, all in e: C 0.267; C 0.288; C 0.415; C -0.716; C -0.665; N -0.594; O -0.183; H 0.312; H 0.182; H 0.382; H 0.183; H 0.319; H 0.289; H 0.254; H 0.266


Please write out number 8 again, unchanged.
ORCA calculation (wB97M-V/def2-TZVPD) on a 2-piece molecular cluster, C5H8NO overall.

- E (Eh) = -324.92188
- charge = +1
- HOMO level (eV) = -13.388
- M (g mol⁻¹) = 98.125
- energy above the lowest of the compared OMol25 structures with the same formula, charge and spin (kJ/mol) = 307.4

Structure (XYZ):
```
15
C5H8NO (wB97M-V/def2-TZVPD)
C 1.053 -1.957 -0.851
C 2.053 -2.796 -0.873
C -0.036 -1.404 -0.898
C -1.238 -0.684 -0.851
C 0.478 1.427 1.182
N -0.740 1.772 0.470
O 2.863 -3.608 -0.968
H -1.957 -1.074 -0.152
H -0.738 0.397 -0.540
H -1.820 -0.495 -1.742
H 1.129 0.862 0.489
H 0.986 2.311 1.659
H 0.192 0.777 2.082
H -0.727 2.656 -0.134
H -1.498 1.815 1.127
```

Table of Mulliken atomic charges, one value per atom, all in e: C 0.267; C 0.288; C 0.415; C -0.716; C -0.665; N -0.594; O -0.183; H 0.312; H 0.182; H 0.382; H 0.183; H 0.319; H 0.289; H 0.254; H 0.266


> What is the formula in the fifth record?

C5H8NO


> The highest energy above the lowest of the compared OMol25 structures with the same formula, charge and spin belongs to which entry?

number 7